# 1
Density functional theory data (the ωB97M-V functional and the def2-TZVPD basis) for 8 unconnected molecules or ions with the total composition C44H56N4O6.

Values from the calculation:
- <S²> = 0.758
- charge = +1
- HOMO (spin up / spin down) (Ha) = -0.39747 / -0.39747
- orbital gap (spin up / spin down) (eV) = 7.958 / 2.195
- max |F| (eV/Å) = 3.4
- LUMO level (spin up / spin down) (eV) = -2.86 / -8.62
- 2S+1 = 2

Each line ends with the Löwdin charge.
Positions of all 110 atoms, in Å:
1 C -3.3623 -1.7538 -5.7777  -0.0811
2 C -2.2530 -1.7518 -6.6436  -0.0693
3 C 2.6634 -2.9795 -4.4123  -0.1638
4 C -4.5459 -1.8805 4.4582  -0.1097
5 H -7.0989 0.1030 3.6700  0.1022
6 C -1.9263 -2.0162 -3.8608  -0.1024
7 C 4.7217 -3.1280 3.9808  -0.0764
8 C -1.2826 4.0974 2.6832  -0.4752
9 N -1.3635 5.0191 3.8028  0.0389
10 H -0.2330 3.8064 2.6412  0.1359
11 H -3.2484 3.4465 3.1285  0.0956
12 H -4.2179 -2.5854 5.2078  0.1031
13 C -0.8234 -1.9205 -4.6700  -0.0883
14 C 0.9487 -0.7638 -0.6142  -0.0918
15 N 2.4374 -1.9906 4.2744  0.2231
16 C 2.6518 -1.6063 -6.4493  -0.0576
17 C -4.1739 -0.8913 2.3269  -0.1050
18 C 4.0610 -0.7022 3.1110  -0.0344
19 C -2.2163 -0.7382 7.9763  -0.0813
20 C 1.9357 3.3681 -4.3076  -0.0252
21 H 1.2657 3.2994 -7.6844  0.1130
22 C 5.2908 -4.4100 2.0573  -0.0265
23 H -6.3337 -1.4412 5.4451  0.1077
24 C -6.1456 -0.3874 3.5392  -0.0880
25 C -1.4692 0.4955 -0.0238  -0.1036
26 H -2.3935 -1.8051 -7.7131  0.1031
27 H 0.1576 -2.0850 -4.2494  0.0824
28 H -2.0493 0.5044 4.8386  0.0838
29 C 2.9922 -1.8155 -3.7312  -0.0334
30 H -2.3685 1.0370 0.2301  0.0993
31 H 2.0207 -2.8905 4.4653  0.1291
32 H -0.8317 -1.6062 4.5097  0.0771
33 H -1.5234 6.8703 -0.4744  0.0901
34 H -3.5860 -0.8342 1.4227  0.0748
35 H -1.3490 -0.5577 1.8268  0.0795
36 H 3.0697 0.4793 -6.2861  0.0978
37 C -3.1567 -1.8683 -4.4318  -0.1169
38 H -1.9395 2.4488 3.8622  0.0592
39 C 3.1100 -0.4579 -5.7510  -0.0370
40 C -1.5375 4.8211 1.3943  -0.1730
41 C 2.1807 3.5546 -5.6529  -0.1338
42 O 5.7532 -3.4473 3.0394  -0.0640
43 H -2.6197 -0.4434 8.9338  0.1067
44 H 0.0254 7.3962 -0.0976  0.0872
45 C -1.9086 -0.0704 5.7421  -0.0874
46 C -3.8114 -1.8440 3.2846  -0.1016
47 H -1.3920 -2.6641 8.5836  0.1000
48 H 1.8304 -1.3514 -0.8232  0.0853
49 C -0.5871 6.4953 -0.0612  -0.1431
50 C 0.0701 1.9369 -4.8051  -0.0590
51 H 5.0501 -5.3616 2.5314  0.1072
52 H -0.8138 5.8365 3.5795  0.0680
53 H -0.9175 4.6225 4.6176  0.0731
54 H -1.7917 -1.8999 -2.7956  0.0972
55 H -0.0523 5.8423 -0.7509  0.0804
56 H 0.8906 2.4817 -2.7907  0.0936
57 H -3.0292 1.0402 7.1283  0.1165
58 H 2.5285 -1.5490 -7.5207  0.1031
59 H -5.5517 0.4961 1.5671  0.1024
60 C -5.3404 -0.1338 2.4185  -0.0655
61 H -0.7609 1.3204 -4.4956  0.0917
62 C 0.2368 2.1653 -6.2100  -0.0458
63 H -2.5711 5.1663 1.4153  0.1348
64 H 4.3592 -4.1775 1.5414  0.0938
65 C 0.3128 0.0092 -1.5654  -0.0949
66 H -2.9706 -2.5201 3.2367  0.0953
67 N 2.4630 -4.2539 -3.7545  -0.3482
68 C -1.0026 -1.7888 -6.0469  -0.0928
69 C -1.0699 -2.2018 6.4771  -0.1210
70 H 6.0218 -4.4836 1.2521  0.1107
71 C 2.5379 -2.8950 -5.8315  0.0254
72 H 3.2941 -0.0005 2.7830  0.0961
73 O 1.9041 -5.2270 -4.2930  0.0758
74 C -1.1964 -1.2628 5.4665  -0.1118
75 H 4.8128 -0.7264 2.3222  0.0966
76 H -0.4952 1.8245 -6.9271  0.1044
77 H 3.1232 -2.4635 2.4689  0.1390
78 C 3.5698 -2.1060 3.3967  -0.3401
79 H 5.1512 -2.6897 4.8817  0.1455
80 C 0.8766 2.5740 -3.8667  -0.0804
81 H -4.3902 -1.6934 -6.1036  0.1035
82 H -1.3544 4.1355 0.5669  0.1213
83 H 4.1736 -4.0194 4.2857  0.1291
84 C -0.8314 -0.2425 0.9329  -0.0823
85 H 2.4987 3.9205 -3.5698  0.1208
86 O -0.6790 5.9743 1.2138  -0.1839
87 O 4.3807 4.2345 -5.2930  0.0598
88 H 2.3220 -3.7293 -6.4826  0.1179
89 H 2.7768 -1.5782 5.1317  0.1346
90 C 3.2625 -0.5985 -4.3595  -0.0603
91 C -2.4116 0.1673 6.9765  -0.1021
92 C -1.5034 -1.9405 7.7897  -0.0582
93 N 3.3993 4.2969 -6.0540  -0.3268
94 H -2.2803 2.2674 2.1861  0.0534
95 C 1.2810 3.0111 -6.6437  0.0131
96 H -1.3439 1.1889 -2.0559  0.1042
97 C -5.7494 -1.2060 4.5678  -0.0892
98 H 3.0502 -1.7322 -2.6560  0.0934
99 O 3.4409 4.7475 -7.2013  0.0751
100 C 0.4204 -0.8697 0.6565  -0.0762
101 C -2.2603 3.0095 2.9842  -0.0551
102 H -3.9178 -1.6518 -3.6968  0.1055
103 C -0.8941 0.6137 -1.2602  -0.0874
104 O 2.8172 -4.2895 -2.6068  0.0649
105 H 0.7860 0.1394 -2.5274  0.0809
106 H 3.4051 0.3192 -3.8081  0.1031
107 H -0.1678 -1.7316 -6.7297  0.0841
108 H 0.8510 -1.4597 1.4521  0.0749
109 H -0.7011 -3.1867 6.2315  0.0887
110 H 4.6122 -0.2268 3.9223  0.0968

Forces on the atoms, in the same order (eV/Å):
0.1236 -0.2554 -0.8616
-0.9394 -0.3045 1.2283
0.0682 0.7801 -3.2393
0.1092 -0.9696 -0.3894
-0.1355 0.1773 -0.2875
0.9960 1.0929 0.1967
1.2599 -1.1540 -0.5878
1.3439 0.9825 0.7701
-0.1821 1.0037 0.2702
0.1400 -0.9696 -0.3159
0.0253 -0.1564 0.0958
-0.1356 0.0456 0.3360
0.4490 -0.6967 -0.7486
0.4764 -0.4214 0.7505
2.8816 -1.5378 0.3382
1.2335 -0.8227 0.9980
0.2882 -0.7155 -0.5100
1.6052 0.4755 -0.2947
0.7234 -1.0483 1.4516
-0.0523 0.3111 -0.2461
0.6856 0.0153 -0.0146
0.0841 -0.2450 -0.2755
-0.3692 0.4783 -0.0494
-0.7138 1.2832 -0.3501
-0.3262 0.4772 0.3511
0.1499 0.3284 -0.0628
0.2121 0.3914 -0.0918
-0.3690 0.7247 0.3768
0.4740 0.7484 0.8185
-0.2911 -0.1960 -0.1724
-0.8645 -0.0568 0.0096
-0.2068 0.6484 -0.4365
-0.4499 -0.5543 -0.0950
0.0745 0.1300 -0.1521
0.0668 0.5708 0.4353
0.5288 0.2078 0.2343
-0.9026 0.7162 1.3803
-0.1714 0.2544 0.2231
-1.6491 -2.0670 0.2361
-0.0932 0.9625 -0.7749
-1.2716 -0.5390 -0.9905
-2.9299 0.6255 0.6612
0.0258 -0.4248 0.3004
0.2279 0.0511 0.7892
1.5563 -1.4748 -2.6875
-0.4002 1.0835 0.5767
-0.0002 0.0186 0.0133
0.2584 0.2169 -0.2917
0.3041 0.7439 -1.0195
-0.0890 0.2331 -0.8624
0.5686 -0.1381 0.1844
0.0059 0.3269 -0.0242
-0.0907 -0.1978 0.1460
-0.1383 -0.5746 0.2170
-0.3782 -0.5225 -0.2447
-0.9230 -0.3471 0.0334
0.0528 0.1094 0.1910
-0.1594 -0.0183 -0.0744
-0.5196 0.2582 0.3235
0.6678 -1.3034 0.7814
-0.0282 -0.1892 0.0967
1.0946 1.2888 1.5831
-0.2676 0.0375 -0.3420
-0.2201 0.8765 0.2296
0.1314 -0.1941 0.0270
0.2345 0.2064 -0.5060
-1.3503 -1.7092 -0.1647
0.3570 -0.1320 -0.6951
0.0218 -0.1541 0.9173
0.2606 -0.1134 0.5236
-0.0028 1.8599 0.5541
-0.2889 -0.4132 0.0893
0.9657 2.0545 -0.1787
-0.6029 -0.1828 1.2628
-0.0477 -0.2020 -0.1948
0.0602 -0.2640 0.0658
0.6058 -0.9267 -0.2253
-2.1969 2.0835 -0.8263
0.2131 0.3630 -0.3585
0.8690 0.0695 -0.8772
0.0412 0.1117 -0.4144
-0.2354 -0.1519 -0.2000
-0.0256 -0.1863 -0.2742
1.3985 -1.7290 0.3166
0.4187 -0.1807 -0.0964
-0.0762 -0.8548 1.6014
-1.7602 0.4666 -0.8084
-0.1255 -0.2514 0.3750
-0.7985 0.7249 0.5494
-0.7945 0.1564 -1.4581
-0.6413 0.8411 -0.4754
-0.8043 1.0237 -1.0403
1.4642 -0.6857 -1.0291
-0.2286 -0.0340 -0.1799
-0.1721 -0.0099 1.5227
-0.3057 0.1973 0.1008
0.8400 -0.6842 0.1933
-0.0518 -0.7158 0.0988
-0.2955 -0.2248 1.5887
-1.9942 0.7340 0.2069
0.1230 -0.9232 -0.6986
-0.7598 -0.4473 -0.3300
0.6033 0.5379 -1.3305
0.6180 0.0643 1.4230
-0.2117 -0.0914 -0.2191
0.3204 -0.1976 0.4299
0.3662 -0.1149 0.2073
0.2373 -0.2131 -0.1208
0.3500 -0.1322 0.0748
-0.2230 -0.1503 0.4386

=====

# 2
Density functional theory data (the ωB97M-V functional and the def2-TZVPD basis) for a molecular structure, C21H20BeNO2S2Te.

Values from the calculation:
- charge = -1
- HOMO (Ha) = -0.14576
- orbital gap (eV) = 6.526
- max |F| (eV/Å) = 1.2
- LUMO level (eV) = 2.56

Each line ends with the Löwdin charge.
Positions of all 48 atoms, in Å:
1 Te 0.3369 0.7754 1.2287  0.9596
2 C -2.2904 2.0033 -1.9938  -0.1047
3 C -1.8742 -0.4955 5.5003  -0.2919
4 O 5.1032 -1.1714 -6.6237  0.0890
5 H -0.6310 1.0435 6.3149  0.1042
6 C -1.9949 -0.2726 -2.2913  -0.7772
7 H 2.6841 -1.3325 -5.4604  0.1142
8 S -0.9207 -1.5399 -1.9968  0.7044
9 C 4.4769 -0.8413 -4.3382  -0.1696
10 C 4.0872 0.3661 -2.2875  -0.1058
11 S 1.6371 1.2271 -1.4717  0.5338
12 H -1.2612 -2.2207 1.5396  0.0768
13 H 1.1717 -0.2635 -3.8903  0.0810
14 H -2.1832 -0.1759 7.6001  0.0647
15 C -0.7226 0.2168 3.0228  -0.4954
16 C -2.0778 -1.5784 1.8762  -0.0959
17 H 4.2606 -0.7025 -6.6887  0.0923
18 H -1.8884 2.9167 -1.5777  0.1220
19 H -2.3123 -0.9032 1.0517  0.0460
20 H 0.7960 2.3773 5.1939  0.0648
21 C 0.6020 2.0164 4.1861  -0.1383
22 C -2.5114 -0.8563 6.8156  -0.0680
23 H 1.5440 1.6931 3.7495  0.0404
24 C 2.7080 0.3777 -2.5390  -0.6598
25 C 3.0973 -0.8472 -4.5807  -0.0448
26 H -3.5392 -1.3384 -3.3392  0.0999
27 Be -0.1844 0.2031 -0.9990  -0.4437
28 H 6.0141 -0.2701 -2.9600  0.1167
29 H -3.5980 -0.7836 6.7388  0.0724
30 C 2.2327 -0.2595 -3.6888  -0.1184
31 H 4.4614 0.8781 -1.4139  0.0998
32 N -1.5714 0.9017 -1.7854  -0.0571
33 C -0.3769 0.8853 4.2009  -0.3455
34 C -3.9337 0.7700 -3.2118  -0.0799
35 O 6.5323 -1.8021 -5.0464  0.0958
36 H 0.2216 2.8350 3.5760  0.0608
37 C 4.9500 -0.2585 -3.1556  -0.0224
38 H -2.2574 -1.8748 7.1177  0.0731
39 H -2.9273 -1.9767 4.3830  0.1089
40 C -3.2054 -0.3723 -2.9938  -0.0945
41 H -4.0101 2.9033 -2.8832  0.0927
42 C -2.2176 -1.1578 4.3287  -0.0365
43 C -0.9402 0.5231 5.4144  -0.0388
44 H -2.9556 -2.1929 2.0727  0.0683
45 H -4.8594 0.7328 -3.7705  0.1014
46 C -1.6611 -0.8165 3.1024  -0.3198
47 C 5.4554 -1.3315 -5.3161  -0.4946
48 C -3.4648 1.9899 -2.7089  -0.0808

Forces on the atoms, in the same order (eV/Å):
0.0738 -0.1510 0.9936
0.1151 0.2631 0.0943
0.0104 -0.0115 0.0385
0.0475 -0.1856 -0.1609
-0.0478 0.0651 0.0177
-0.7244 0.1752 -0.4319
0.0710 -0.0007 -0.0162
0.7940 -0.7678 0.4423
-0.3270 0.2380 0.3984
-0.2678 0.0181 -0.0112
-0.2057 0.4309 -0.0905
-0.0242 -0.0009 -0.1153
-0.0804 -0.0313 0.0822
0.0078 -0.0026 0.0599
-0.1925 0.0396 -0.3106
0.0477 0.0350 0.0041
0.1113 -0.0370 0.1704
0.0289 0.0327 0.0826
0.0547 0.0025 -0.0211
-0.0331 0.0712 0.1085
0.1074 0.0222 0.0625
0.0099 -0.0082 -0.1171
0.1347 0.0875 -0.0880
-0.1652 -0.1748 -0.0620
0.3875 -0.0264 -0.1029
0.0475 -0.0577 -0.0672
0.5825 0.3561 -0.1985
0.0309 -0.0052 -0.0421
-0.0245 -0.0664 0.0846
-0.0948 -0.0098 -0.0158
0.0025 -0.0486 0.1373
-0.4078 -0.3120 -0.1372
0.1922 0.1862 -0.0763
0.1604 0.0713 0.1180
-0.2437 0.1179 -0.1891
0.0925 0.0957 -0.0579
0.0995 -0.1330 -0.4461
-0.0458 -0.0052 0.0209
-0.0983 -0.0057 -0.0783
-0.2003 0.1872 -0.0475
-0.0098 0.1034 0.0514
0.0302 0.0229 0.1860
-0.1705 -0.2076 0.0930
-0.0065 -0.0843 0.0412
-0.0556 -0.0093 0.0007
-0.1551 -0.1179 -0.2007
0.4150 -0.1485 -0.0879
-0.0740 -0.0128 -0.1158

=====

# 3
Density functional theory data (the ωB97M-V functional and the def2-TZVPD basis) for a single C3H5NO5 molecule.

Values from the calculation:
- HOMO (Ha) = -0.36543
- orbital gap (eV) = 10.183
- max |F| (eV/Å) = 0.9
- LUMO level (eV) = 0.24
- structure (SMILES) = [O-][C@]1(O)O[C@]2(O)[C@H](O)[N@H+]12

Each line ends with the Löwdin charge.
Positions of all 14 atoms, in Å:
1 O 1.8990 -0.5305 -1.3151  0.1047
2 O 0.4282 -2.0497 -0.4788  0.0535
3 C 0.8408 -0.9053 -0.5413  -0.6175
4 H -1.9564 1.0647 0.2915  0.1670
5 H -0.4895 0.7315 -1.6669  0.1616
6 N -0.2600 0.2999 -0.7770  0.1794
7 H -1.1222 -1.6219 0.6022  0.0972
8 C -1.2079 0.2768 0.3677  -0.2603
9 C 0.1536 0.7338 0.7879  -0.4425
10 O -1.7758 -0.9044 0.7458  0.0557
11 H -0.3692 2.4589 1.4251  0.1275
12 O 1.0892 -0.1805 0.9430  0.0858
13 O 0.4377 1.9772 1.2057  0.1589
14 H 2.3325 -1.3505 -1.5900  0.1291

Forces on the atoms, in the same order (eV/Å):
-0.1170 0.0766 0.2118
0.1258 0.1729 0.1197
-0.7754 0.4364 -0.3173
0.0827 -0.0276 -0.0395
0.1081 -0.1168 0.0492
0.3155 -0.5297 0.1038
-0.0228 0.1324 -0.0748
0.7080 -0.1486 -0.0022
-0.0244 -0.0977 0.5195
0.0686 0.0595 -0.0369
-0.0079 -0.0607 -0.0466
-0.4028 0.4276 -0.4595
0.0184 -0.3360 -0.1297
-0.0767 0.0118 0.1025

=====

> Which of these has the highest max |F|?

C44H56N4O6

=====

> max |F| of number 1 (C44H56N4O6)?

3.4 eV/Å